Entry 1:
A 2-piece molecular cluster, CH7NO overall at a distorted geometry. Source: OMol25; level of theory: the ωB97M-V functional and the def2-TZVPD basis.

Last column: natural (NBO) charge in e.
Atoms and positions in Å:
C 0.83908 1.27953 -0.59619  -0.40
N 0.27623 0.10268 0.08439  -0.90
H 0.99128 1.01833 -1.59320  0.19
H -0.03181 2.09741 -0.81286  0.15
H 1.68286 1.78153 -0.10780  0.20
H 0.23266 0.05388 1.07533  0.36
H -0.54304 -0.27499 -0.39393  0.39
O -1.46936 -1.71419 0.78733  -0.94
H -0.49969 -1.61228 0.83997  0.47
H -1.47820 -2.73190 0.71695  0.47

Values from the calculation:
**SMILES**: CN.O
**Gap between HOMO and LUMO**: 9.866 eV



Entry 2:
A 2-piece molecular cluster, C4H7NO overall. Source: OMol25; level of theory: the ωB97M-V functional and the def2-TZVPD basis.

Last column: natural (NBO) charge in e.
Atoms and positions in Å:
N -1.02942 -1.96309 1.59798  -0.65
C -1.00533 -1.28953 0.53688  0.39
O 0.13957 -0.65403 0.17761  -0.51
C 0.10021 0.21643 -0.89144  0.11
C -0.67824 1.29105 -0.94265  -0.46
C 2.60846 0.57144 0.18990  -0.18
H -1.93459 -2.41701 1.69653  0.35
H -1.81158 -1.15480 -0.19559  0.15
H 0.81791 -0.05358 -1.66048  0.22
H -0.64135 1.93928 -1.81185  0.22
H -1.35408 1.55735 -0.13437  0.21
H 2.37447 0.28741 1.23928  0.09
H 2.41397 1.66907 0.19821  0.08

Values from the calculation:
**Gap between HOMO and LUMO (alpha / beta)**: 8.797 / 8.731 eV



Entry 3:
One molecule with the formula C3H5NO at a distorted geometry. Source: OMol25; level of theory: the ωB97M-V functional and the def2-TZVPD basis.

Last column: natural (NBO) charge in e.
Atoms and positions in Å:
O 1.83041 -0.73847 0.89007  -0.53
C 1.07793 -0.26143 0.07789  0.56
C 0.19152 1.05376 0.22757  -0.33
N -0.93402 0.12513 0.17769  -0.56
C -0.28465 -0.85677 -0.68329  -0.33
H 0.16634 1.63868 1.16049  0.21
H 0.15057 1.73766 -0.63224  0.21
H -0.99805 -0.31237 1.09663  0.35
H -0.81044 -1.82831 -0.57038  0.22
H -0.38962 -0.55787 -1.74444  0.20

Values from the calculation:
**SMILES**: O=C1CNC1
**Gap between HOMO and LUMO**: 10.672 eV



Entry 4:
C18H19BrN8NiOP as an isolated structure. Source: OMol25; level of theory: the ωB97M-V functional and the def2-TZVPD basis.

Last column: natural (NBO) charge in e.
Atoms and positions in Å:
Ni -0.21567 0.27049 1.41052  1.35
C 2.30541 -0.39752 -3.46809  -0.41
N 2.00842 0.22203 -2.18055  -0.31
C 2.62131 1.33891 -1.68389  -0.06
C 2.02673 1.60432 -0.48508  -0.07
N 1.06433 0.66508 -0.24576  -0.56
C 1.06772 -0.15845 -1.28129  0.08
P 0.06345 -1.66748 -1.44479  0.76
C 0.54146 -2.37944 0.17083  0.07
N 0.50101 -1.71892 1.31522  -0.54
C 0.78518 -2.61082 2.30633  -0.06
C 1.01190 -3.83525 1.74574  -0.06
N 0.85196 -3.67959 0.39439  -0.32
C 0.97476 -4.73705 -0.60171  -0.41
C -1.54885 -1.02710 -0.88206  0.07
N -1.75598 -0.36879 0.24587  -0.54
C -3.10072 -0.30840 0.44520  -0.05
C -3.72491 -0.93773 -0.59361  -0.06
N -2.73792 -1.39520 -1.42429  -0.32
C -2.95149 -2.08900 -2.68950  -0.41
H 3.28358 -0.06043 -3.79665  0.23
H 1.56230 -0.11538 -4.21162  0.22
H 2.31898 -1.47977 -3.37297  0.22
H 3.41238 1.84585 -2.20882  0.24
H 2.23579 2.40910 0.20060  0.23
H 0.78001 -2.32542 3.34517  0.25
H 1.26830 -4.78217 2.18811  0.24
H 1.24969 -5.65676 -0.09476  0.23
H 1.74668 -4.49414 -1.32853  0.22
H 0.02961 -4.89107 -1.11819  0.22
H -3.52188 0.16142 1.31855  0.25
H -4.76914 -1.09705 -0.80036  0.24
H -3.98553 -2.41723 -2.73469  0.23
H -2.30360 -2.95901 -2.76015  0.22
H -2.75390 -1.42555 -3.52902  0.22
O 0.81253 6.39831 1.83549  -0.63
C 0.45942 5.10825 1.77993  0.38
C 0.95926 4.12955 2.63765  -0.33
C 0.52405 2.83604 2.46892  0.06
N -0.34196 2.45200 1.51621  -0.57
C -0.81319 3.40434 0.72385  0.18
Br -2.01934 2.90208 -0.63590  0.10
C -0.46270 4.73478 0.80971  -0.32
H 1.44020 6.55980 2.55092  0.50
H 1.66018 4.36866 3.42723  0.24
H 0.86114 2.05697 3.14485  0.23
H -0.88326 5.47539 0.14597  0.26
N -1.50601 -0.01436 4.24723  -0.46
C -1.03168 0.08567 3.19778  -0.27

Values from the calculation:
**Total charge**: +1
**2S+1**: 3
**<S²>**: 2.01
**Gap between HOMO and LUMO (alpha / beta)**: 9.270 / 9.155 eV



Entry 5:
One molecule with the formula CH4N2O2S at a distorted geometry. Source: OMol25; level of theory: the ωB97M-V functional and the def2-TZVPD basis.

Last column: natural (NBO) charge in e.
Atoms and positions in Å:
C -1.43578 -0.93257 -0.36673  -0.02
N -0.27474 -0.73690 -0.82245  -0.64
S 0.99283 -0.20896 0.21808  2.23
N 0.61069 1.42346 0.07270  -1.05
O 2.27317 -0.44371 -0.36671  -0.87
O 0.66029 -0.66797 1.80549  -0.87
H -2.40325 -1.19821 -0.82781  0.21
H -1.38596 -0.87033 0.77438  0.20
H -0.30965 1.60843 -0.03586  0.39
H 1.27241 2.02676 -0.45108  0.42

Values from the calculation:
**SMILES**: C=NS(N)(=O)=O
**Gap between HOMO and LUMO**: 10.471 eV



Entry 6:
C6H6N2OReS4SbSe2Te2 as an isolated structure. Source: OMol25; level of theory: the ωB97M-V functional and the def2-TZVPD basis.

Last column: natural (NBO) charge in e.
Atoms and positions in Å:
Re -0.48512 0.29323 0.95000  0.25
Se 1.69011 0.85385 0.24520  -0.07
Te 2.03259 3.41214 0.29376  0.78
Te -0.44044 4.14941 -0.48411  0.39
Se -2.32829 0.70583 -0.56491  0.17
S 2.48096 3.81717 2.53091  -0.52
Sb 0.58025 3.17503 4.07866  1.12
S -0.56506 0.05128 3.00029  0.13
S -1.63112 2.36889 0.72262  -0.05
S -1.19140 4.09957 3.20564  -0.55
N -3.69687 -4.20558 -0.47732  -0.80
C -2.48201 -4.76036 -0.26859  0.64
O -2.29184 -5.93947 -0.09734  -0.54
C -1.28551 -3.82740 -0.20106  -0.14
C -0.03080 -4.40844 -0.36316  -0.03
C 1.09897 -3.62217 -0.23201  -0.23
C 0.95221 -2.28758 0.07449  0.09
N -0.25425 -1.70445 0.23778  -0.51
C -1.35450 -2.48542 0.10037  0.07
H -4.47664 -4.84187 -0.54914  0.43
H -3.81927 -3.28315 -0.85266  0.39
H 0.02387 -5.47014 -0.56911  0.28
H 2.09087 -4.03515 -0.34590  0.27
H 1.82537 -1.66879 0.21586  0.22
H -2.30427 -2.00974 0.30593  0.22

Values from the calculation:
**Total charge**: +2
**Gap between HOMO and LUMO**: 6.400 eV



Entry 7:
A 2-piece molecular cluster, C5H11FN overall at a distorted geometry. Source: OMol25; level of theory: the ωB97M-V functional and the def2-TZVPD basis.

Last column: natural (NBO) charge in e.
Atoms and positions in Å:
C -0.03584 0.12282 -0.15530  0.09
C 0.24485 -0.38701 1.03219  -0.21
C 1.17321 1.57711 -2.24226  0.23
C 0.65649 0.73325 -3.27567  -0.75
C -1.25337 -0.68002 3.13293  -0.40
N -0.62234 -1.36356 1.88034  -0.56
F 2.43729 1.38108 -2.01660  -0.32
H -0.87021 0.16035 -0.84114  0.21
H 0.88173 2.56595 -2.05253  0.14
H 1.05562 -0.25907 1.67067  0.22
H 1.48526 0.13429 -3.55554  0.25
H 0.59574 1.24894 -4.24213  0.25
H -0.25830 0.14106 -3.12671  0.21
H -2.07358 -0.12628 2.69271  0.23
H -1.56798 -1.32520 3.91852  0.25
H -0.52132 -0.01964 3.59565  0.24
H -1.48275 -1.83410 1.41850  0.46
H 0.15550 -2.06996 2.16638  0.46

Values from the calculation:
**Total charge**: +1
**2S+1**: 3
**<S²>**: 2.02
**Gap between HOMO and LUMO (alpha / beta)**: 6.743 / 9.582 eV